Entry 1:
Here is a single C5H6Cl2O molecule from OMol25. Energies are from ωB97M-V with the def2-TZVPD basis set.

Each line ends with the natural charge from an NBO analysis.
Cartesian coordinates (Å):
C: -1.28 -2.04 -0.13  -0.657
C: -0.66 -0.68 -0.14  0.028
C: 0.63 -0.41 -0.08  -0.189
C: 1.32 0.96 -0.23  0.567
C: 0.70 2.17 0.48  -0.718
H: -2.05 -2.03 0.64  0.232
H: -0.59 -2.83 0.03  0.241
H: -1.76 -2.22 -1.06  0.234
H: -0.10 1.78 1.14  0.233
H: 0.17 2.72 -0.31  0.250
H: 1.47 2.81 0.90  0.250
O: 2.34 0.96 -0.91  -0.508
Cl: -1.91 0.54 -0.35  -0.006
Cl: 1.72 -1.73 0.00  0.043

* frontier orbital gap: 9.868 eV
* highest occupied orbital energy: -9.62 eV
* E_LUMO: 0.252 eV
* SMILES string: CC(=O)/C(Cl)=C(/C)Cl
* energy above the lowest of the compared OMol25 structures with the same formula, charge and spin: 22.5 kJ/mol

Entry 2:
Here is 2 unconnected molecules or ions with the total composition C3H5N2O5 from OMol25. Energies are from ωB97M-V with the def2-TZVPD basis set.

Each line ends with the natural charge from an NBO analysis.
Cartesian coordinates (Å):
C: -1.63 1.35 -0.27  0.766
C: -1.50 -0.45 1.43  -0.651
C: -1.19 0.97 1.04  0.004
N: 2.53 2.18 0.14  -0.109
N: 2.00 1.02 0.42  0.497
O: -2.45 1.83 0.68  -0.525
O: -1.69 1.31 -1.44  -0.542
O: 1.74 0.83 1.59  -0.565
O: 1.84 0.06 -0.47  -0.643
O: 2.86 2.15 -1.26  -0.636
H: -0.59 -1.01 1.59  0.261
H: -2.07 -0.50 2.41  0.214
H: -1.98 -0.95 0.54  0.220
H: -0.59 1.64 1.54  0.238
H: 2.61 1.19 -1.40  0.469

* frontier orbital gap: 7.642 eV
* highest occupied orbital energy: -4.02 eV
* charge: -1
* E_LUMO: 3.619 eV
* energy above the lowest of the compared OMol25 structures with the same formula, charge and spin: 25.0 kJ/mol

Entry 3:
Here is a molecular structure, C34H15F15GeN5OS7Sr from OMol25. Energies are from ωB97M-V with the def2-TZVPD basis set.

Each line ends with the Löwdin spin population.
Cartesian coordinates (Å):
Sr: -0.30 1.87 0.39  0.010
C: 1.51 5.04 3.51  0.028
C: 1.01 3.76 2.91  0.188
N: 1.40 3.36 1.69  0.205
N: 2.24 4.21 1.03  -0.008
C: 2.73 3.92 -0.16  0.069
N: 3.44 4.99 -0.75  0.023
S: 2.57 2.43 -0.94  0.032
C: 0.06 2.94 3.57  0.093
C: -0.51 3.27 4.84  0.055
C: -1.40 2.42 5.43  0.032
C: -1.77 1.22 4.79  0.109
C: -1.21 0.99 3.55  0.004
N: -0.33 1.79 2.94  0.122
H: 2.59 5.16 3.36  0.004
H: 1.36 5.06 4.59  0.001
H: 1.01 5.92 3.09  0.010
H: 2.43 5.13 1.41  -0.001
H: 2.91 5.85 -0.76  0.003
H: 3.70 4.73 -1.69  0.001
H: -0.26 4.20 5.33  0.003
H: -1.84 2.69 6.38  0.000
H: -2.48 0.54 5.21  0.008
H: -1.48 0.09 3.01  -0.002
S: -6.84 5.31 -1.84  0.000
C: -5.47 4.63 -1.13  0.000
S: -4.02 5.46 -0.82  0.000
C: -3.08 4.18 -0.09  0.000
C: -3.73 2.99 0.01  0.001
S: -3.17 1.48 0.73  0.001
S: -5.35 3.00 -0.63  0.000
S: -1.46 4.59 0.46  0.001
O: 3.49 0.89 3.39  0.001
N: 4.01 0.60 2.27  0.001
C: 3.51 -0.41 1.51  0.001
C: 4.11 -0.78 0.33  0.001
C: 5.23 -0.11 -0.13  0.001
C: 5.70 0.95 0.63  0.000
C: 5.09 1.29 1.81  0.000
H: 2.61 -0.87 1.90  0.000
H: 3.65 -1.58 -0.23  0.000
H: 5.70 -0.38 -1.07  0.000
H: 6.55 1.54 0.31  0.000
H: 5.38 2.09 2.46  0.000
F: 0.18 -5.61 -1.91  0.000
C: 0.65 -4.81 -2.89  0.000
C: 0.44 -3.45 -2.88  0.000
C: 0.92 -2.76 -3.98  0.000
F: 0.72 -1.44 -4.11  0.000
C: 1.60 -3.38 -5.02  0.000
F: 2.06 -2.67 -6.06  0.000
C: 1.81 -4.74 -4.97  0.000
F: 2.46 -5.36 -5.96  0.000
C: 1.33 -5.47 -3.90  0.000
F: 1.51 -6.79 -3.87  0.000
Ge: -0.52 -2.35 -1.50  0.000
S: 0.67 -0.83 -0.66  0.001
C: -1.09 -3.60 -0.06  0.000
C: -2.37 -3.76 0.42  0.000
F: -3.42 -3.15 -0.15  0.000
C: -2.67 -4.54 1.52  0.000
F: -3.93 -4.68 1.95  0.000
C: -1.65 -5.19 2.19  0.000
F: -1.91 -5.95 3.26  0.000
C: -0.34 -5.05 1.75  0.000
F: 0.65 -5.68 2.39  0.000
C: -0.09 -4.26 0.64  0.000
F: 1.19 -4.16 0.27  0.000
C: -2.10 -1.87 -2.57  0.000
C: -2.44 -0.56 -2.89  0.000
F: -1.70 0.47 -2.48  0.000
C: -3.53 -0.26 -3.68  0.000
F: -3.83 1.00 -3.98  0.000
C: -4.31 -1.29 -4.19  0.000
F: -5.35 -1.01 -4.97  0.000
C: -3.99 -2.60 -3.91  0.000
F: -4.73 -3.59 -4.41  0.000
C: -2.89 -2.86 -3.11  0.000
F: -2.61 -4.16 -2.88  0.000

* frontier orbital gap (alpha / beta): 4.350 / 5.029 eV
* highest occupied orbital energy (alpha / beta): -0.84 / -1.52 eV
* charge: -2
* E_LUMO (alpha / beta): 3.506 / 3.506 eV
* spin multiplicity: 2
* energy above the lowest of the compared OMol25 structures with the same formula, charge and spin: 50.0 kJ/mol

Entry 4:
Here is 2 unconnected molecules or ions with the total composition C3H3NO from OMol25. Energies are from ωB97M-V with the def2-TZVPD basis set.

Each line ends with the natural charge from an NBO analysis.
Cartesian coordinates (Å):
C: 0.92 -0.12 -0.09  0.191
C: 2.42 0.05 -0.07  0.612
C: -2.00 0.07 0.01  -0.490
N: 1.75 -1.12 0.08  -0.410
O: 3.29 0.79 0.08  -0.421
H: -2.18 0.62 -0.85  0.154
H: -1.91 0.70 0.94  0.186
H: -2.28 -0.99 -0.10  0.179

* frontier orbital gap (alpha / beta): 9.624 / 7.160 eV
* highest occupied orbital energy (alpha / beta): -9.45 / -8.79 eV
* E_LUMO (alpha / beta): 0.173 / -1.635 eV
* energy above the lowest of the compared OMol25 structures with the same formula, charge and spin: 540.7 kJ/mol

Entry 5:
Here is 2 unconnected molecules or ions with the total composition C5H11O2 from OMol25. Energies are from ωB97M-V with the def2-TZVPD basis set.

Each line ends with the natural charge from an NBO analysis.
Cartesian coordinates (Å):
C: 1.81 -1.02 0.52  -0.649
C: 1.50 0.42 0.24  -0.250
C: 2.23 1.12 -0.63  0.052
O: 1.92 2.44 -0.90  -0.711
H: 0.85 -1.64 0.60  0.275
H: 2.44 -1.39 -0.33  0.170
H: 2.36 -1.05 1.49  0.194
H: 0.53 0.80 0.57  0.291
H: 3.13 0.74 -1.17  0.129
H: 2.29 2.69 -1.76  0.456
C: -2.27 -0.48 0.90  -0.027
O: -0.95 -0.35 1.30  -0.979
C: -2.55 -0.32 -0.59  -0.641
H: -2.88 0.30 1.39  0.078
H: -2.70 -1.46 1.22  0.074
H: -3.61 -0.46 -0.90  0.166
H: -1.88 -1.07 -1.10  0.184
H: -2.22 0.72 -0.86  0.187

* frontier orbital gap: 5.869 eV
* highest occupied orbital energy: -2.41 eV
* charge: -1
* E_LUMO: 3.464 eV
* energy above the lowest of the compared OMol25 structures with the same formula, charge and spin: 324.5 kJ/mol

Entry 6:
Here is a molecular structure, C30H35O7Pt from OMol25. Energies are from ωB97M-V with the def2-TZVPD basis set.

Each line ends with the Löwdin spin population.
Cartesian coordinates (Å):
C: -2.11 3.06 -2.55  0.002
C: -1.00 3.37 -1.50  0.008
C: -1.83 1.60 -3.00  0.013
C: -0.35 1.38 -2.70  0.072
H: -2.08 1.47 -4.04  0.000
H: -2.44 0.92 -2.42  0.000
C: -0.16 2.10 -1.35  0.045
H: -1.44 3.68 -0.56  0.001
H: -0.38 4.19 -1.85  0.001
C: -0.63 1.28 -0.16  0.025
H: 0.89 2.35 -1.19  0.001
H: 0.22 1.96 -3.43  0.006
C: 0.15 -0.02 -2.74  0.572
C: -3.50 3.06 -1.95  0.001
C: -1.97 4.01 -3.74  0.000
O: -1.55 3.66 -4.82  0.001
O: -3.77 2.98 -0.77  0.001
O: -4.43 3.08 -2.93  0.001
O: -2.24 5.33 -3.58  0.000
C: -2.85 5.87 -2.40  0.000
H: -2.38 5.51 -1.48  0.000
H: -3.91 5.64 -2.38  0.000
H: -2.71 6.94 -2.47  0.000
C: -5.80 2.98 -2.49  0.000
H: -5.96 2.03 -1.98  0.000
H: -6.39 3.02 -3.40  0.000
H: -6.05 3.79 -1.83  0.000
O: 0.34 0.37 0.26  0.154
H: -1.57 0.77 -0.39  0.003
H: -0.86 1.97 0.66  0.001
C: 1.48 -0.26 -3.34  0.090
C: -0.73 -1.17 -2.42  0.084
H: -1.59 -1.24 -3.10  0.026
H: -1.14 -1.11 -1.41  0.019
H: -0.19 -2.11 -2.47  0.000
H: 1.98 -1.10 -2.85  0.010
H: 2.12 0.61 -3.27  0.004
H: 1.40 -0.51 -4.41  0.035
Pt: 0.95 -0.46 1.77  1.516
C: 3.26 -0.32 2.59  0.121
C: 3.17 0.48 1.42  0.118
C: 2.33 1.56 1.70  0.162
H: 3.63 0.26 0.47  0.004
C: 1.84 1.40 3.01  0.161
C: 2.45 0.25 3.57  0.116
H: 2.30 -0.14 4.56  0.003
H: 3.81 -1.24 2.67  0.005
H: 2.02 2.32 1.01  0.009
H: 1.15 2.07 3.51  0.006
C: -0.60 -2.25 2.38  0.021
C: 0.01 -1.76 3.56  0.147
C: -0.42 -0.44 3.75  0.083
H: 0.69 -2.31 4.19  0.007
C: -1.26 -0.09 2.67  0.143
C: -1.38 -1.22 1.84  0.153
H: -1.93 -1.27 0.91  0.008
H: -0.44 -3.22 1.95  -0.001
H: -0.15 0.21 4.57  0.002
H: -1.72 0.87 2.51  0.007
O: 2.70 -2.73 3.74  0.001
C: 2.44 -3.19 2.53  0.002
O: 1.81 -2.42 1.59  0.028
C: 2.86 -4.60 2.32  0.002
C: 2.72 -5.26 1.09  0.000
C: 3.14 -6.60 0.97  0.000
C: 3.69 -7.28 2.07  0.000
C: 3.83 -6.63 3.29  0.000
C: 3.43 -5.30 3.42  0.000
H: 2.30 -4.75 0.24  0.000
H: 3.03 -7.11 0.03  0.000
H: 4.00 -8.31 1.98  0.000
H: 4.25 -7.15 4.15  0.000
H: 3.55 -4.84 4.39  0.000

* frontier orbital gap (alpha / beta): 5.617 / 5.409 eV
* highest occupied orbital energy (alpha / beta): -3.36 / -3.16 eV
* charge: -1
* E_LUMO (alpha / beta): 2.255 / 2.251 eV
* spin multiplicity: 5

Entry 7:
Here is 7 unconnected molecules or ions with the total composition C38H58F32O4 from OMol25. Energies are from ωB97M-V with the def2-TZVPD basis set.

Each line ends with the Löwdin charge.
Cartesian coordinates (Å):
C: 3.62 -0.58 7.98  -0.049
C: 2.45 -1.42 8.48  -0.462
C: 1.89 -2.37 7.41  -0.276
F: 1.66 -1.74 6.23  0.085
F: 2.68 -3.46 7.20  0.082
F: 2.86 -2.16 9.53  0.135
F: 1.48 -0.57 8.87  0.129
O: 4.63 -1.43 7.46  0.037
C: 5.20 -1.01 6.28  -0.567
C: 6.15 -2.15 5.88  -0.279
F: 6.88 -1.79 4.80  0.094
F: 7.02 -2.45 6.86  0.107
F: 4.27 -0.84 5.34  0.147
F: 5.86 0.15 6.44  0.168
H: 4.05 -0.02 8.81  0.153
H: 3.18 0.13 7.27  0.148
H: 0.93 -2.82 7.70  0.173
H: 5.52 -3.02 5.67  0.176
C: -3.84 4.76 -1.27  -0.048
C: -4.40 6.17 -1.04  -0.417
C: -3.33 7.22 -0.68  -0.294
F: -2.33 7.26 -1.60  0.099
F: -3.87 8.47 -0.57  0.092
F: -4.97 6.54 -2.23  0.096
F: -5.42 6.18 -0.13  0.121
O: -3.08 4.32 -0.15  0.031
C: -3.56 3.15 0.41  -0.540
C: -2.57 2.69 1.48  -0.255
F: -2.75 1.42 1.87  0.105
F: -1.27 2.87 1.07  0.076
F: -4.77 3.39 0.93  0.170
F: -3.66 2.19 -0.53  0.134
H: -3.27 4.76 -2.20  0.141
H: -4.67 4.07 -1.44  0.147
H: -2.94 6.94 0.31  0.170
H: -2.58 3.35 2.36  0.177
C: -5.65 -3.30 -1.46  -0.059
C: -6.70 -2.44 -0.76  -0.434
C: -7.44 -3.23 0.34  -0.297
F: -8.37 -2.47 0.96  0.101
F: -8.05 -4.33 -0.17  0.098
F: -6.15 -1.33 -0.23  0.119
F: -7.53 -2.02 -1.75  0.120
O: -4.89 -4.17 -0.62  0.018
C: -4.11 -5.09 -1.28  -0.537
C: -3.12 -5.74 -0.30  -0.274
F: -2.65 -6.88 -0.85  0.100
F: -2.09 -4.90 -0.07  0.097
F: -4.96 -6.05 -1.74  0.135
F: -3.45 -4.55 -2.31  0.167
H: -4.97 -2.62 -1.97  0.139
H: -6.10 -3.91 -2.25  0.151
H: -6.71 -3.60 1.06  0.169
H: -3.61 -5.99 0.65  0.175
C: 5.02 0.51 1.56  -0.068
C: 5.55 -0.85 1.15  -0.431
C: 4.67 -1.52 0.07  -0.272
F: 5.15 -2.76 -0.25  0.084
F: 3.35 -1.60 0.39  0.076
F: 6.82 -0.72 0.66  0.125
F: 5.64 -1.65 2.24  0.118
O: 4.86 1.33 0.43  0.037
C: 4.71 2.68 0.68  -0.529
C: 4.88 3.44 -0.64  -0.272
F: 4.69 4.78 -0.43  0.090
F: 6.11 3.27 -1.18  0.103
F: 3.44 2.87 1.11  0.141
F: 5.55 3.13 1.62  0.167
H: 5.69 0.88 2.34  0.155
H: 4.06 0.34 2.07  0.138
H: 4.67 -0.96 -0.88  0.162
H: 4.15 3.16 -1.39  0.164
C: 1.13 4.08 -7.18  -0.118
C: 0.23 3.73 -5.98  -0.274
C: -0.13 2.24 -5.96  -0.225
C: -0.65 1.80 -4.60  -0.223
C: -2.12 2.24 -4.33  -0.242
C: -2.80 1.31 -3.34  -0.122
H: 0.62 3.82 -8.12  0.070
H: 2.10 3.61 -7.07  0.070
H: 1.20 5.17 -7.23  0.066
H: 0.73 4.10 -5.08  0.107
H: -0.69 4.31 -6.09  0.105
H: 0.80 1.67 -6.11  0.108
H: -0.77 2.02 -6.81  0.116
H: -0.60 0.70 -4.53  0.103
H: -0.03 2.09 -3.75  0.085
H: -2.09 3.24 -3.90  0.094
H: -2.69 2.21 -5.26  0.109
H: -3.81 1.62 -3.08  0.067
H: -2.83 0.30 -3.76  0.079
H: -2.23 1.28 -2.41  0.041
C: 1.13 1.89 -1.22  -0.111
C: 1.86 0.85 -2.09  -0.263
C: 1.18 -0.51 -2.02  -0.223
C: 1.88 -1.55 -2.89  -0.216
C: 1.43 -3.00 -2.64  -0.267
C: 1.93 -4.01 -3.68  -0.103
H: 1.48 2.92 -1.34  0.070
H: 1.36 1.69 -0.17  0.063
H: 0.06 1.93 -1.40  0.054
H: 1.86 1.27 -3.10  0.095
H: 2.91 0.86 -1.79  0.090
H: 0.11 -0.39 -2.21  0.103
H: 1.25 -0.81 -0.97  0.096
H: 1.52 -1.33 -3.90  0.114
H: 2.97 -1.50 -2.81  0.108
H: 1.71 -3.33 -1.63  0.097
H: 0.33 -2.94 -2.64  0.101
H: 1.11 -4.14 -4.39  0.068
H: 2.85 -3.76 -4.20  0.070
H: 2.04 -4.97 -3.16  0.066
C: -2.80 -0.89 -0.46  -0.097
C: -2.58 -1.50 0.92  -0.249
C: -1.08 -1.64 1.14  -0.232
C: -0.72 -2.39 2.43  -0.225
C: 0.78 -2.56 2.64  -0.238
C: 1.45 -1.20 2.90  -0.116
H: -3.86 -0.99 -0.69  0.051
H: -2.19 -1.45 -1.17  0.074
H: -2.52 0.16 -0.53  0.041
H: -2.91 -0.82 1.71  0.093
H: -3.05 -2.48 1.01  0.098
H: -0.59 -0.66 1.14  0.106
H: -0.58 -2.12 0.29  0.104
H: -1.22 -1.93 3.29  0.113
H: -1.18 -3.39 2.42  0.103
H: 0.98 -3.18 3.51  0.098
H: 1.23 -3.04 1.77  0.101
H: 2.46 -1.29 3.32  0.049
H: 1.65 -0.62 1.99  0.045
H: 0.87 -0.60 3.60  0.075

* frontier orbital gap: 11.184 eV
* highest occupied orbital energy: -10.79 eV
* E_LUMO: 0.390 eV
* SMILES string: FC(F)C(F)(F)COC(F)(F)C(F)F.FC(F)C(F)(F)COC(F)(F)C(F)F.FC(F)C(F)(F)COC(F)(F)C(F)F.FC(F)C(F)(F)COC(F)(F)C(F)F.CCCCCC.CCCCCC.CCCCCC

Entry 8:
Here is 2 unconnected molecules or ions with the total composition CHI3O from OMol25. Energies are from ωB97M-V with the def2-TZVPD basis set.

Each line ends with the natural charge from an NBO analysis.
Cartesian coordinates (Å):
C: -0.99 0.74 -0.47  0.353
O: -1.61 -0.06 -1.06  -0.461
I: -1.53 1.50 1.59  -0.049
I: -5.18 -0.96 1.07  0.001
I: -5.35 0.11 -1.42  0.001
H: -0.07 1.09 -0.89  0.156

* frontier orbital gap: 7.483 eV
* highest occupied orbital energy: -9.29 eV
* E_LUMO: -1.807 eV
* SMILES string: O=CI.II
* energy above the lowest of the compared OMol25 structures with the same formula, charge and spin: 20.7 kJ/mol

Number 1: largest force on an atom 0.04435 Eh/bohr, M 153.0 g/mol. Number 2: largest force on an atom 0.05484 Eh/bohr, M 149.1 g/mol. Number 3: largest force on an atom 0.01090 Eh/bohr, M 1179.2 g/mol. Number 4: largest force on an atom 0.04230 Eh/bohr, M 69.1 g/mol. Number 5: largest force on an atom 0.03370 Eh/bohr, M 103.1 g/mol. Number 6: largest force on an atom 0.14656 Eh/bohr, M 702.7 g/mol. Number 7: largest force on an atom 0.04901 Eh/bohr, M 1186.8 g/mol. Number 8: largest force on an atom 0.02695 Eh/bohr, M 409.7 g/mol.